Formula: C21H66FeN5O10
Source: OMol25
Level of theory: ωB97M-V/def2-TZVPD

Geometry as ORCA input:
```
! wB97M-V def2-TZVPD RIJCOSX def2/J DEFGRID3
* xyz 2 6
Fe -34.011 -14.014 -1.439
C -31.720 -15.078 0.656
O -32.790 -15.096 -0.215
H -31.688 -14.095 1.126
H -31.881 -15.927 1.321
H -30.729 -15.228 0.228
O -32.009 -19.195 1.819
H -32.816 -18.820 1.465
H -31.310 -18.772 1.322
O -34.543 -15.764 -2.384
H -35.291 -15.821 -2.978
H -34.076 -16.591 -2.506
O -32.582 -13.917 -2.867
H -31.702 -13.540 -2.881
H -32.694 -14.299 -3.737
O -35.529 -14.477 -0.223
H -35.474 -14.924 0.622
H -36.452 -14.541 -0.468
C -28.886 -17.656 6.698
C -28.670 -16.258 6.250
C -29.661 -15.757 5.126
O -31.033 -15.951 5.513
C -32.015 -15.723 4.497
N -28.749 -15.490 7.394
H -28.839 -18.277 5.803
H -29.786 -17.785 7.300
H -28.052 -18.066 7.267
H -27.646 -16.091 5.916
H -29.349 -16.247 4.203
H -29.661 -14.675 4.996
H -31.920 -16.458 3.698
H -32.056 -14.742 4.023
H -32.998 -15.875 4.941
H -29.667 -15.578 7.805
H -28.673 -14.527 7.099
C -29.334 -8.534 -0.475
C -29.455 -10.052 -0.569
C -30.000 -10.700 0.734
O -29.053 -10.733 1.820
C -29.426 -11.549 2.963
N -30.331 -10.435 -1.723
H -30.323 -8.138 -0.243
H -29.036 -8.079 -1.420
H -28.616 -8.284 0.305
H -28.519 -10.598 -0.685
H -30.363 -11.684 0.439
H -30.933 -10.251 1.076
H -28.740 -11.607 3.809
H -29.615 -12.546 2.565
H -30.374 -11.211 3.381
H -31.327 -10.287 -1.636
H -30.111 -9.844 -2.512
C -36.425 -12.594 7.380
C -35.357 -13.194 6.486
C -34.968 -12.259 5.273
O -33.899 -12.764 4.455
C -33.254 -11.875 3.591
N -34.228 -13.658 7.247
H -37.169 -13.327 7.691
H -36.982 -11.896 6.755
H -36.012 -11.946 8.154
H -35.765 -14.042 5.936
H -34.585 -11.261 5.485
H -35.791 -12.027 4.597
H -32.409 -12.344 3.087
H -32.883 -10.983 4.096
H -33.951 -11.643 2.786
H -33.534 -13.748 6.519
H -33.859 -12.912 7.820
C -30.247 -17.304 -2.801
C -30.975 -16.932 -4.064
C -30.039 -16.226 -5.172
O -28.909 -16.990 -5.369
C -28.059 -16.578 -6.433
N -31.639 -18.064 -4.668
H -29.390 -16.703 -2.496
H -30.077 -18.380 -2.789
H -30.921 -17.181 -1.953
H -31.821 -16.304 -3.786
H -29.712 -15.241 -4.839
H -30.517 -16.084 -6.141
H -27.462 -15.770 -6.011
H -28.488 -16.433 -7.424
H -27.192 -17.237 -6.484
H -32.367 -17.786 -5.311
H -30.856 -18.451 -5.174
C -35.926 -19.464 0.854
C -35.413 -17.953 0.721
C -35.525 -17.278 2.107
O -35.380 -15.841 1.922
C -35.426 -15.011 3.091
N -34.014 -17.996 0.232
H -36.937 -19.535 1.256
H -35.307 -19.972 1.594
H -35.944 -20.063 -0.056
H -36.078 -17.514 -0.022
H -34.642 -17.580 2.671
H -36.465 -17.539 2.593
H -35.100 -14.014 2.794
H -34.860 -15.264 3.987
H -36.489 -14.952 3.329
H -33.584 -17.088 0.333
H -34.029 -18.180 -0.761
*
```

HOMO-LUMO gap (alpha / beta) (eV): 7.157 / 1.829

Formula: C4H7N2S
Source: OMol25
Level of theory: ωB97M-V/def2-TZVPD

Geometry as ORCA input:
```
! wB97M-V def2-TZVPD RIJCOSX def2/J DEFGRID3
* xyz 1 1
C 0.328 0.920 -0.553
C -0.014 0.367 2.241
C -0.531 -1.105 0.429
C 0.478 1.746 -1.583
N -0.112 -0.371 -0.577
N -0.436 -0.764 1.736
S -0.320 -1.258 -2.185
H 0.464 1.117 0.491
H -0.049 0.385 3.437
H -1.016 -2.055 0.369
H 0.265 1.444 -2.726
H 0.879 2.678 -1.490
H -0.842 -1.419 2.490
H 0.905 -1.683 -2.081
*
```

Relative energy (zero: lowest compared OMol25 entry of this formula, charge and spin) (kcal/mol): 131.7
HOMO-LUMO gap (eV): 7.336

Formula: C4H16N6
Source: OMol25
Level of theory: ωB97M-V/def2-TZVPD

Geometry as ORCA input:
```
! wB97M-V def2-TZVPD RIJCOSX def2/J DEFGRID3
* xyz 1 2
C -1.154 -0.335 2.766
C -1.651 -0.507 0.288
N -1.051 -0.967 1.472
N -2.561 0.483 0.384
N -1.315 -1.219 -0.886
H -0.027 -1.281 1.353
H -2.731 0.964 1.306
H -3.161 0.659 -0.376
H -1.082 -2.157 -0.706
H -2.191 -1.097 -1.451
H -2.127 -0.421 3.156
H -0.747 0.731 2.714
H -0.586 -0.687 3.578
C 1.399 -0.775 -2.354
C 1.601 0.844 -0.475
N 1.962 -0.308 -1.050
N 0.744 1.724 -1.136
N 2.024 0.995 0.898
H 2.509 -1.046 -0.478
H 0.530 1.617 -2.099
H 0.906 2.697 -0.808
H 2.781 0.487 1.089
H 2.123 1.936 1.153
H 1.486 0.046 -3.195
H 0.302 -0.854 -2.170
H 2.015 -1.532 -2.973
*
```

Relative energy (zero: lowest compared OMol25 entry of this formula, charge and spin) (kcal/mol): 48.5
HOMO-LUMO gap (alpha / beta) (eV): 3.863 / 8.972

Formula: C4H7N3
Source: OMol25
Level of theory: ωB97M-V/def2-TZVPD

Geometry as ORCA input:
```
! wB97M-V def2-TZVPD RIJCOSX def2/J DEFGRID3
* xyz 0 1
N 2.633 0.267 -0.925
C 1.472 0.785 -0.481
C -1.218 1.009 -0.175
C -1.533 -0.190 0.215
N -2.411 -1.238 0.163
C -0.412 0.456 0.951
N 0.989 0.211 0.634
H 2.962 -0.667 -0.690
H 2.925 0.599 -1.829
H -1.228 1.814 -0.888
H -2.108 -2.150 0.466
H -3.012 -1.255 -0.649
H -0.578 0.786 1.982
H 1.521 -0.428 1.227
*
```

Relative energy (zero: lowest compared OMol25 entry of this formula, charge and spin) (kcal/mol): 82.4
HOMO-LUMO gap (eV): 8.742

The M results, record by record, are as follows: 604.629; 115.181; 148.214; 97.121 g/mol.